The following is a DFT calculation (wB97M-V/def2-TZVPD) of a gas-phase ion, C8H10NO3P (charge -2).

Geometry as XYZ:
```
23
C8H10NO3P wB97M-V/def2-TZVPD
C -1.470 0.723 -0.882
C -2.332 -0.094 -0.278
C -2.559 -0.034 1.194
N -1.359 -0.462 1.942
C -0.260 -0.186 1.416
C 0.694 0.304 0.733
C 1.693 -0.316 -0.187
C 1.132 -1.363 -1.075
C 1.705 -2.511 -1.420
P 1.234 2.201 0.923
O 0.108 2.903 1.641
O 2.539 2.061 1.678
O 1.370 2.540 -0.557
H -1.074 1.598 -0.397
H -1.208 0.597 -1.923
H -2.700 -0.985 -0.788
H -3.386 -0.685 1.516
H -2.775 0.994 1.510
H 2.021 0.546 -0.795
H 2.565 -0.683 0.368
H 0.155 -1.129 -1.482
H 1.234 -3.217 -2.097
H 2.674 -2.802 -1.041
```

* highest occupied orbital energy: -0.00070 Eh
* relative energy (zero: lowest compared OMol25 entry of this formula, charge and spin): 47.1 kcal/mol
* LUMO: 5.75 eV
* net charge: -2
* SMILES: C=CCN=C=C(CC=C)P(=O)([O-])[O-]



The following is a DFT calculation (wB97M-V/def2-TZVPD) of a gas-phase ion, C8H10NS (charge +1).

Geometry as XYZ:
```
20
C8H10NS wB97M-V/def2-TZVPD
C 2.877 1.111 0.089
C 2.562 -0.238 0.176
C 1.816 1.999 -0.074
C 1.283 -0.739 -0.025
C 0.509 1.554 -0.149
C -1.912 1.160 0.137
C -0.997 -0.202 -0.457
C -1.361 -1.568 0.160
N 0.358 0.246 -0.202
S -0.779 2.626 -0.130
H 3.819 1.484 0.167
H 3.345 -0.904 0.456
H 2.087 3.031 -0.338
H 1.040 -1.725 0.045
H -2.838 1.230 -0.413
H -2.200 0.978 1.160
H -1.162 -0.250 -1.554
H -1.216 -2.310 -0.720
H -2.454 -1.520 0.508
H -0.703 -1.864 0.894
```

* highest occupied orbital energy: -0.48085 Eh
* relative energy (zero: lowest compared OMol25 entry of this formula, charge and spin): 5.1 kcal/mol
* LUMO: -4.25 eV
* net charge: +1



The following is a DFT calculation (wB97M-V/def2-TZVPD) of C8H10O in the gas phase.

Geometry as XYZ:
```
19
C8H10O wB97M-V/def2-TZVPD
C 0.391 0.591 1.323
C -0.850 0.600 1.812
C 1.027 0.057 0.311
C -1.682 -0.351 1.194
C -1.107 -0.970 -0.157
C 0.040 -0.136 -0.802
C 2.529 -0.570 0.236
C -0.434 1.278 -1.404
O -2.832 -0.651 1.461
H -1.433 1.357 2.307
H -0.761 -2.025 -0.042
H -2.115 -0.989 -0.758
H 0.516 -0.846 -1.638
H 2.975 0.344 0.167
H 2.561 -1.114 -0.710
H 2.826 -1.122 1.257
H -0.369 1.977 -0.612
H -1.472 1.143 -1.741
H 0.188 1.428 -2.202
```

* highest occupied orbital energy (alpha / beta): -0.25454 / -0.33994 Eh
* relative energy (zero: lowest compared OMol25 entry of this formula, charge and spin): 0.0 kcal/mol
* LUMO (alpha / beta): 0.80 / -2.20 eV
* 2S+1: 3



The following is a DFT calculation (wB97M-V/def2-TZVPD) of C8H10O4P2 in the gas phase.

Geometry as XYZ:
```
24
C8H10O4P2 wB97M-V/def2-TZVPD
C 3.444 -0.992 0.594
C 2.280 -1.235 1.248
C 3.847 -0.262 -0.542
C 0.902 -1.098 1.134
C 3.244 0.811 -1.156
C 0.277 -0.078 0.414
C -1.609 0.468 -2.585
C -3.263 0.858 1.933
O 0.676 2.046 -1.335
O -2.202 -1.376 -0.022
O -1.686 0.879 -1.262
O -2.027 0.804 1.288
P 1.473 1.086 -0.627
P -1.500 -0.078 0.043
H 4.339 -1.663 0.780
H 2.311 -2.090 1.980
H 4.791 -0.542 -0.893
H 0.245 -1.839 1.635
H -0.572 0.569 -2.928
H -2.027 1.338 -3.175
H -2.011 -0.502 -2.799
H -3.218 1.275 2.996
H -3.966 0.016 1.924
H -3.748 1.608 1.354
```

* highest occupied orbital energy: -0.32626 Eh
* relative energy (zero: lowest compared OMol25 entry of this formula, charge and spin): 30.5 kcal/mol
* LUMO: -1.48 eV



The following is a DFT calculation (wB97M-V/def2-TZVPD) of C8H10OS2 in the gas phase.

Geometry as XYZ:
```
21
C8H10OS2 wB97M-V/def2-TZVPD
C 1.352 -0.536 -1.657
C -0.070 -0.083 -1.432
C -1.003 -0.075 -2.431
C -2.247 0.211 -2.101
S -2.321 0.651 -0.367
C -0.602 0.277 -0.253
C 0.119 0.411 1.063
S 1.400 1.837 1.016
C 0.760 -0.802 1.760
O 0.099 -0.418 2.980
C -0.701 0.550 2.326
H 1.885 -0.512 -0.588
H 1.341 -1.608 -2.054
H 1.836 0.226 -2.314
H -0.791 -0.542 -3.456
H -3.116 0.347 -2.704
H 2.338 1.021 1.643
H 0.271 -1.821 1.481
H 1.843 -0.928 2.023
H -0.703 1.548 2.798
H -1.689 0.248 2.266
```

* highest occupied orbital energy: -0.32247 Eh
* relative energy (zero: lowest compared OMol25 entry of this formula, charge and spin): 36.5 kcal/mol
* LUMO: 0.70 eV
* SMILES: Cc1ccsc1C1(S)COC1



The following is a DFT calculation (wB97M-V/def2-TZVPD) of 2 unconnected molecules or ions with the total composition C8H10P2S.

Geometry as XYZ:
```
21
C8H10P2S wB97M-V/def2-TZVPD
C 0.389 1.980 -2.905
C -0.705 1.174 -2.692
C 1.324 2.099 -1.771
C -0.964 0.546 -1.571
C 1.036 1.384 -0.602
C -0.127 0.638 -0.484
C 1.349 -1.445 3.233
C -1.342 -1.759 0.630
P 1.716 -0.952 1.687
P -0.415 -0.160 1.110
S -1.706 -1.556 4.034
H 0.555 2.550 -3.826
H -1.436 1.088 -3.496
H 2.206 2.850 -1.748
H -1.776 -0.113 -1.457
H 1.799 1.412 0.276
H 2.086 -1.897 3.888
H 0.305 -1.337 3.772
H -0.647 -2.434 0.113
H -1.311 -2.386 1.569
H -2.336 -1.683 0.238
```

* highest occupied orbital energy (alpha / beta): -0.29712 / -0.29698 Eh
* relative energy (zero: lowest compared OMol25 entry of this formula, charge and spin): 81.4 kcal/mol
* LUMO (alpha / beta): -2.60 / -2.54 eV